The following is a DFT calculation (ωB97M-V/def2-TZVPD) of 3 unconnected molecules or ions with the total composition C26H60FNO11P3 in a non-equilibrium geometry.

Structure (XYZ):
```
102
C26H60FNO11P3 ωB97M-V/def2-TZVPD
C 8.01 2.47 -0.71
O 6.90 2.01 -1.44
C 6.69 0.60 -1.30
C 5.60 0.32 -0.25
C 4.20 0.03 -0.83
C 3.09 0.51 0.16
C 1.90 -0.46 0.16
P 0.11 0.22 0.29
C 0.60 1.61 1.63
C 1.25 1.18 2.88
O 0.72 0.88 3.93
C 0.36 1.40 -1.24
C -0.93 1.47 -2.06
C -1.76 2.78 -1.97
C -1.70 3.58 -0.66
N -2.52 3.04 0.43
C -0.42 -1.09 1.67
C -1.63 -0.79 2.49
O -2.45 -1.61 2.82
F -1.84 0.49 2.88
H 8.09 1.99 0.27
H 8.95 2.37 -1.27
H 7.86 3.54 -0.53
H 6.45 0.15 -2.26
H 7.63 0.17 -0.93
H 5.88 -0.50 0.42
H 5.51 1.22 0.35
H 4.09 0.50 -1.81
H 4.09 -1.05 -0.88
H 3.57 0.49 1.14
H 2.84 1.53 -0.13
H 1.92 -0.98 -0.81
H 2.11 -1.24 0.90
H -1.27 0.70 0.35
H -0.30 -0.79 -0.71
H 1.26 2.38 1.20
H -0.32 2.15 1.87
H 2.36 1.13 2.85
H 0.76 2.38 -1.00
H 1.12 0.89 -1.85
H -0.64 1.39 -3.12
H -1.55 0.59 -1.86
H -1.53 3.43 -2.81
H -2.81 2.49 -2.09
H -0.69 3.78 -0.32
H -2.14 4.56 -0.91
H -3.26 3.68 0.68
H -2.89 2.13 0.22
H 0.41 -1.41 2.30
H -0.71 -1.99 1.12
O -5.97 2.87 -1.76
P -7.22 3.10 -2.48
O -8.02 4.37 -1.89
C -7.41 5.67 -1.97
C -7.32 6.19 -3.39
O -8.24 1.94 -2.01
C -7.85 0.93 -1.07
C -8.16 1.33 0.35
O -7.59 3.10 -4.01
C -8.78 2.55 -4.59
C -10.06 3.22 -4.13
H -6.42 5.63 -1.51
H -8.04 6.32 -1.37
H -6.62 5.60 -3.99
H -6.96 7.22 -3.39
H -8.29 6.15 -3.88
H -6.79 0.69 -1.19
H -8.41 0.03 -1.34
H -7.77 2.32 0.57
H -7.74 0.62 1.05
H -9.24 1.37 0.50
H -8.81 1.48 -4.43
H -8.66 2.71 -5.66
H -10.23 3.08 -3.06
H -10.90 2.80 -4.67
H -10.02 4.30 -4.32
O 5.26 -3.25 1.67
P 5.02 -4.67 1.88
O 4.04 -4.91 3.13
C 2.70 -4.38 3.08
C 1.82 -5.08 2.06
O 6.37 -5.29 2.52
C 7.53 -4.49 2.74
C 7.53 -3.90 4.14
O 4.68 -5.86 0.90
C 5.20 -7.19 0.98
C 4.81 -7.93 2.24
H 2.74 -3.30 2.87
H 2.29 -4.50 4.08
H 2.15 -4.89 1.04
H 0.79 -4.72 2.15
H 1.83 -6.16 2.22
H 7.61 -3.71 1.98
H 8.39 -5.15 2.61
H 6.59 -3.41 4.35
H 8.34 -3.18 4.25
H 7.66 -4.69 4.88
H 6.28 -7.18 0.83
H 4.78 -7.70 0.12
H 5.22 -7.47 3.13
H 5.18 -8.95 2.18
H 3.73 -7.96 2.35
```

gap between HOMO and LUMO	6.182	eV
LUMO	0.0800	Eh
total charge	-1
maximum force	4.21	eV Å⁻¹
HOMO	-4.00	eV



The following is a DFT calculation (ωB97M-V/def2-TZVPD) of a molecular structure, C26H61FGaN4O10 in a non-equilibrium geometry.

Structure (XYZ):
```
103
C26H61FGaN4O10 ωB97M-V/def2-TZVPD
N 2.10 -1.35 -1.53
C 1.01 -0.73 -2.09
N 0.69 -0.97 -3.56
N 0.13 0.14 -1.22
C -0.93 -0.67 -0.49
C -1.89 -1.57 -1.48
C -2.71 -0.57 -2.49
C -4.33 -0.54 -2.27
Ga -4.95 -0.57 -0.30
C -6.01 -2.31 0.04
C -5.89 -3.38 -1.21
C -7.04 -3.15 -2.37
N -6.62 -3.38 -3.81
O -8.29 -2.76 -2.03
C -5.98 1.18 0.13
C -6.25 2.15 -1.18
O -5.38 3.15 -1.38
F -7.46 1.89 -2.01
H 2.61 -1.91 -2.26
H -0.22 -0.49 -3.82
H 0.44 -2.00 -3.60
H -0.27 0.96 -1.73
H -1.55 0.08 0.19
H -0.37 -1.42 0.24
H -2.56 -2.24 -0.79
H -1.28 -2.33 -2.17
H -2.47 -0.90 -3.60
H -2.34 0.56 -2.39
H -4.73 0.45 -2.80
H -4.80 -1.44 -2.90
H -3.66 -0.59 0.64
H -5.49 -2.85 0.97
H -7.13 -2.13 0.39
H -5.98 -4.48 -0.80
H -4.83 -3.27 -1.73
H -5.57 -3.27 -3.91
H -7.02 -2.67 -4.46
H -5.32 1.82 0.88
H -6.97 0.91 0.73
C -10.97 -5.46 1.46
O -11.98 -4.55 1.86
C -11.65 -3.86 3.08
C -11.11 -2.45 2.79
O -9.87 -2.50 2.09
C -10.02 -2.28 0.69
H -11.15 -5.73 0.41
H -9.97 -5.03 1.54
H -11.03 -6.37 2.07
H -10.93 -4.44 3.66
H -12.57 -3.78 3.66
H -10.93 -1.95 3.74
H -11.85 -1.86 2.24
H -10.17 -1.21 0.50
H -10.86 -2.84 0.27
H -9.11 -2.60 0.19
C 4.05 -1.57 0.93
O 5.22 -1.57 1.74
C 5.37 -2.79 2.48
C 6.37 -3.73 1.81
O 5.90 -4.18 0.54
C 6.48 -3.46 -0.54
H 4.14 -0.76 0.20
H 3.93 -2.51 0.39
H 3.17 -1.39 1.55
H 4.40 -3.28 2.62
H 5.75 -2.52 3.47
H 6.50 -4.62 2.44
H 7.36 -3.25 1.71
H 7.50 -3.82 -0.72
H 6.49 -2.38 -0.36
H 5.88 -3.65 -1.44
C 7.19 3.30 -2.86
O 7.31 2.44 -1.73
C 6.61 2.94 -0.59
C 5.25 2.24 -0.42
O 4.37 2.54 -1.50
C 4.32 1.50 -2.47
H 7.49 2.75 -3.75
H 6.16 3.65 -3.00
H 7.85 4.17 -2.74
H 6.48 4.03 -0.65
H 7.23 2.72 0.29
H 4.78 2.61 0.50
H 5.38 1.15 -0.31
H 3.70 0.68 -2.10
H 5.31 1.12 -2.72
H 3.86 1.90 -3.38
C 7.45 8.00 1.75
O 8.26 7.91 2.91
C 7.73 7.01 3.89
C 8.43 5.65 3.83
O 8.18 4.98 2.60
C 9.25 5.11 1.67
H 8.03 8.47 0.95
H 7.12 7.02 1.40
H 6.58 8.63 1.96
H 6.64 6.90 3.76
H 7.91 7.46 4.87
H 8.03 5.02 4.63
H 9.51 5.76 4.00
H 10.06 4.43 1.96
H 9.63 6.14 1.63
H 8.89 4.83 0.68
```

gap between HOMO and LUMO	7.694	eV
LUMO	0.0731	Eh
total charge	-1
maximum force	8.93	eV Å⁻¹
energy above the lowest of the compared OMol25 structures with the same formula, charge and spin	98.05	kcal per mole
HOMO	-5.70	eV



The following is a DFT calculation (ωB97M-V/def2-TZVPD) of a molecular structure, C26H62Br3Cl3O16P4 in a non-equilibrium geometry.

Structure (XYZ):
```
114
C26H62Br3Cl3O16P4 ωB97M-V/def2-TZVPD
C -1.11 0.48 -0.60
Br 0.72 0.19 -1.18
Br -1.23 2.44 0.01
Br -1.73 -0.74 0.87
H -1.72 0.35 -1.49
C -3.42 0.96 2.97
C -2.46 0.15 3.68
O -1.31 0.05 2.86
P 0.09 -0.33 3.63
O 0.36 0.53 4.86
O -0.09 -1.95 4.05
C -0.31 -2.91 3.01
C -0.27 -4.36 3.52
O 1.18 -0.34 2.47
C 1.41 0.83 1.79
C 2.84 1.30 2.03
H -4.23 1.33 3.60
H -2.94 1.83 2.51
H -3.87 0.34 2.20
H -2.22 0.72 4.58
H -2.73 -0.82 4.11
H -1.25 -2.78 2.48
H 0.50 -2.87 2.29
H 0.77 -4.43 3.87
H -0.87 -4.48 4.42
H -0.47 -5.12 2.78
H 1.26 0.64 0.73
H 0.68 1.58 2.09
H 2.87 1.81 2.99
H 3.57 0.50 2.09
H 3.30 1.93 1.26
C 3.76 -6.13 -1.23
C 3.79 -4.76 -0.66
O 3.15 -4.86 0.62
P 2.24 -3.59 1.14
O 1.81 -3.49 2.53
O 1.05 -3.47 0.06
C -0.09 -4.32 0.11
C -0.16 -5.51 -0.79
O 3.13 -2.32 0.57
C 2.87 -0.95 1.01
C 2.90 -0.13 -0.26
H 4.40 -6.88 -0.78
H 2.80 -6.55 -0.91
H 3.88 -6.26 -2.30
H 4.80 -4.37 -0.56
H 3.25 -4.19 -1.42
H -0.31 -4.49 1.17
H -0.84 -3.63 -0.25
H 0.76 -5.84 -1.29
H -0.78 -6.24 -0.27
H -0.69 -5.23 -1.70
H 1.87 -0.72 1.36
H 3.69 -0.60 1.64
H 2.17 -0.48 -0.99
H 2.65 0.89 0.03
H 3.90 -0.15 -0.71
C 1.05 -3.88 -2.67
C 1.15 -2.63 -3.61
O 2.26 -1.78 -3.23
P 2.31 -0.17 -3.51
O 3.16 0.52 -2.57
O 0.77 0.31 -3.47
C 0.29 1.38 -4.20
C -0.68 2.19 -3.28
O 2.69 -0.08 -5.12
C 4.05 0.09 -5.42
C 4.28 -0.09 -6.92
H 1.98 -4.42 -2.81
H 0.82 -3.66 -1.62
H 0.20 -4.51 -2.92
H 1.36 -2.95 -4.63
H 0.18 -2.13 -3.64
H 1.16 1.94 -4.54
H -0.27 1.02 -5.07
H -1.38 1.60 -2.69
H 0.03 2.67 -2.61
H -1.13 2.87 -4.00
H 4.52 0.95 -4.95
H 4.50 -0.79 -4.96
H 3.59 -0.74 -7.46
H 4.00 0.82 -7.45
H 5.32 -0.33 -7.14
C -4.89 3.93 -0.75
C -4.90 4.15 0.77
O -3.55 3.89 1.31
P -3.28 3.86 2.91
O -3.82 2.71 3.66
O -1.67 4.06 2.96
C -0.83 2.92 3.01
C 0.62 3.37 3.41
O -3.76 5.39 3.32
C -3.09 6.49 2.76
C -3.66 7.88 3.15
H -5.80 4.16 -1.30
H -4.18 4.59 -1.25
H -4.41 2.97 -0.95
H -5.05 5.19 1.06
H -5.71 3.58 1.23
H -1.12 2.12 3.70
H -0.90 2.48 2.01
H 0.88 4.28 2.87
H 0.59 3.65 4.46
H 1.43 2.71 3.11
H -2.05 6.31 3.04
H -3.09 6.49 1.67
H -3.49 8.62 2.37
H -4.72 7.89 2.89
H -3.52 8.20 4.18
C -3.10 -0.47 -3.04
Cl -4.77 -0.56 -3.68
Cl -1.98 0.12 -4.30
Cl -2.60 -2.06 -2.39
H -3.10 0.32 -2.29
```

gap between HOMO and LUMO	8.142	eV
LUMO	-0.0031	Eh
maximum force	10.93	eV Å⁻¹
energy above the lowest of the compared OMol25 structures with the same formula, charge and spin	484.25	kcal per mole
HOMO	-8.22	eV



The following is a DFT calculation (ωB97M-V/def2-TZVPD) of 11 unconnected molecules or ions with the total composition C26H63Cl8N3O7 in a non-equilibrium geometry.

Structure (XYZ):
```
107
C26H63Cl8N3O7 ωB97M-V/def2-TZVPD
Cl -2.03 -7.16 3.11
C -2.02 -5.53 2.29
C -0.60 -5.01 2.10
Cl 0.36 -6.04 1.02
H -2.54 -4.89 3.01
H -2.61 -5.54 1.39
H -0.09 -4.83 3.04
H -0.69 -4.06 1.58
Cl 3.17 -0.75 -3.14
C 4.03 0.51 -4.08
C 3.08 1.59 -4.58
Cl 2.28 2.36 -3.15
H 4.63 0.04 -4.86
H 4.85 0.95 -3.50
H 2.27 1.17 -5.17
H 3.56 2.38 -5.16
Cl -2.33 4.05 -4.37
C -1.36 2.60 -4.03
C -1.20 1.65 -5.21
Cl -0.37 0.22 -4.61
H -1.71 2.04 -3.16
H -0.39 2.98 -3.71
H -0.58 2.11 -5.98
H -2.17 1.35 -5.59
Cl -3.40 2.96 2.87
C -3.88 1.30 3.26
C -4.75 1.19 4.51
Cl -5.13 -0.51 4.82
H -2.94 0.75 3.28
H -4.45 0.94 2.41
H -5.64 1.78 4.29
H -4.31 1.66 5.39
C 1.97 1.64 5.81
C 1.30 2.66 4.91
C 0.06 2.13 4.20
O 1.01 3.84 5.67
H 1.91 0.64 5.38
H 1.48 1.68 6.78
H 3.03 1.86 5.90
H 1.94 2.94 4.06
H -0.33 2.82 3.45
H -0.69 1.70 4.87
H 0.42 1.34 3.54
H 1.84 4.32 5.75
C -2.04 4.58 -0.74
C -1.66 5.45 0.47
C -0.78 4.64 1.43
O -0.90 6.59 0.04
H -1.30 4.31 -1.49
H -2.87 4.99 -1.33
H -2.45 3.64 -0.36
H -2.59 5.86 0.86
H 0.22 4.54 1.01
H -1.21 3.67 1.70
H -0.66 5.22 2.35
H -0.75 7.17 0.79
C 1.92 -4.29 -2.42
C 0.96 -4.96 -3.40
C 0.12 -3.91 -4.10
O 1.62 -5.72 -4.42
H 2.67 -3.69 -2.94
H 2.39 -5.11 -1.88
H 1.31 -3.72 -1.72
H 0.37 -5.68 -2.84
H -0.34 -3.28 -3.33
H -0.68 -4.35 -4.69
H 0.72 -3.26 -4.73
H 1.94 -5.14 -5.11
C -1.60 -1.05 -0.30
C -0.81 0.24 -0.53
C -0.91 1.20 0.65
O 0.55 0.00 -0.79
H -1.41 -1.45 0.70
H -1.31 -1.84 -1.00
H -2.68 -0.93 -0.45
H -1.22 0.81 -1.39
H -0.35 2.10 0.42
H -0.42 0.68 1.48
H -1.95 1.37 0.92
H 0.71 -0.04 -1.74
O 4.86 1.60 -0.12
C 4.26 2.67 0.00
N 4.82 3.84 -0.31
C 2.89 2.70 0.63
H 5.60 3.85 -0.94
H 4.29 4.70 -0.26
H 2.91 2.88 1.71
H 2.37 1.75 0.58
H 2.24 3.48 0.22
O 2.98 0.24 2.96
C 2.60 -0.59 2.14
N 2.99 -0.60 0.87
C 1.50 -1.56 2.52
H 2.44 -1.08 0.18
H 3.72 0.02 0.54
H 1.31 -1.47 3.59
H 1.74 -2.60 2.29
H 0.55 -1.32 2.03
O -1.83 -4.54 -0.65
C -2.52 -4.87 -1.61
N -3.37 -4.01 -2.19
C -2.66 -6.32 -2.07
H -4.02 -4.28 -2.90
H -3.31 -3.02 -1.99
H -2.69 -6.31 -3.16
H -3.58 -6.83 -1.79
H -1.74 -6.82 -1.79
```

gap between HOMO and LUMO	9.330	eV
LUMO	0.0052	Eh
maximum force	2.09	eV Å⁻¹
HOMO	-9.19	eV